The following is a quantum chemistry calculation of a structure of composition C74H90CsN4O6PS2Se at a distorted geometry, from the Open Molecules 2025 dataset.

Geometry as XYZ:
```
179
Properties=species:S:1:pos:R:3:forces:R:3
Cs -0.128 1.845 -0.453 -2.612 -1.660 0.608
Se 2.170 -0.151 0.164 1.262 -0.866 0.199
S 0.563 1.628 -3.752 0.902 0.453 -3.380
S -5.591 0.023 0.355 0.043 0.109 -0.917
P -0.622 2.504 2.739 -0.879 -0.355 1.010
O -4.087 4.531 -2.314 0.248 0.249 -0.348
O 1.008 2.893 1.407 1.716 1.327 1.632
O 0.739 -0.235 -2.548 0.026 -1.003 0.536
O -0.314 -1.578 0.931 -0.826 0.195 -0.152
O 0.004 2.506 -2.730 -0.387 1.747 -1.189
O 2.237 4.656 0.785 0.241 0.257 -0.392
N -2.667 0.126 -1.818 0.284 0.560 -0.072
N -4.587 -1.214 2.402 0.139 0.069 0.069
N -4.483 2.368 -1.774 0.103 -0.400 -0.017
N -6.338 0.252 2.870 0.419 -0.385 0.356
C 3.779 3.287 -5.048 0.009 -0.149 0.085
C 0.912 5.115 -5.648 -0.038 -0.117 -0.081
C -1.137 -4.042 3.758 0.000 -0.072 -0.229
C -7.181 1.372 2.504 -0.307 0.004 -0.278
C -2.217 1.275 4.934 0.218 0.126 0.023
C -3.239 2.919 3.552 0.041 0.144 -0.015
C -3.441 1.026 5.533 -0.203 -0.093 0.176
C -3.675 0.312 -2.656 -0.358 -0.212 -0.187
C 1.391 5.997 3.178 -0.009 0.018 -0.061
C 0.983 -2.329 -4.661 -0.155 0.023 -0.112
C 2.813 4.181 -3.047 0.022 -0.120 0.076
C -3.991 1.745 -2.988 -0.096 0.287 -0.155
C -0.365 -2.566 -3.966 0.069 0.105 -0.063
C -0.144 5.929 5.014 -0.057 0.096 0.140
C 2.417 1.777 -3.602 -0.821 -0.313 0.038
C -4.402 3.681 -1.502 -0.447 -0.016 0.486
C -8.443 0.907 1.787 0.127 0.095 0.108
C 0.576 -3.514 2.037 -0.159 -0.115 -0.110
C -1.891 -3.725 1.400 -0.042 0.020 0.173
C 4.147 -4.164 3.256 0.068 -0.113 0.054
C 1.323 -3.605 -5.453 -0.012 0.276 0.171
C -0.620 -5.743 1.984 0.000 0.170 0.089
C 0.359 2.694 -5.379 0.054 -0.660 0.550
C -0.659 4.727 4.561 -0.052 -0.037 0.059
C 4.369 4.510 -5.314 0.075 0.108 -0.123
C -5.636 -3.095 3.589 0.165 0.174 0.018
C 0.886 4.787 2.736 -0.141 -0.139 -0.104
C 5.583 -3.172 -2.620 0.156 -0.108 -0.041
C 1.678 1.902 4.294 -0.067 -0.007 -0.023
C 4.211 -2.510 -2.609 0.089 -0.078 -0.001
C -1.029 4.506 -4.397 0.042 -0.048 -0.005
C 3.263 -2.637 -3.616 0.159 -0.019 0.064
C 0.332 0.047 3.584 -0.058 0.113 -0.040
C -2.390 -1.094 -1.397 -0.046 -0.346 0.213
C 0.829 -1.185 -5.672 -0.024 -0.153 0.111
C -2.086 2.223 3.923 0.022 -0.190 -0.198
C 0.563 1.418 3.619 -0.082 -0.008 -0.141
C -4.216 -2.008 -2.630 0.089 -0.065 0.094
C 0.661 -2.250 1.357 0.601 -0.050 0.067
C 1.996 -1.751 1.218 -0.041 0.432 -0.202
C 6.653 -2.078 -2.479 -0.065 -0.168 -0.014
C -0.427 6.817 -4.617 0.044 0.125 0.078
C -0.137 4.129 3.420 0.148 0.291 -0.170
C 5.416 -3.306 3.259 -0.235 -0.121 -0.026
C 1.716 -4.066 2.592 0.128 0.037 0.021
C 0.882 6.565 4.332 0.067 0.116 0.008
C 2.535 1.025 4.932 0.151 0.103 0.069
C -4.570 1.730 5.146 -0.072 -0.005 0.209
C -1.271 5.837 -4.118 -0.178 0.126 -0.026
C 5.674 -4.150 -1.439 0.065 0.085 -0.157
C 3.776 -4.440 4.723 0.080 0.014 -0.184
C 4.459 -5.495 2.555 0.026 0.144 0.138
C 3.000 3.099 -3.907 0.190 0.399 -0.154
C 1.445 4.085 1.523 0.239 0.150 0.409
C -4.623 -1.945 3.645 -0.335 -0.236 0.217
C 1.194 -0.829 4.217 0.102 -0.044 0.152
C 4.166 5.580 -4.457 0.027 0.078 -0.053
C -4.822 4.006 -0.077 0.202 0.167 -0.132
C 3.845 -1.749 -1.505 -0.023 0.071 -0.132
C 2.655 -1.063 -1.473 -0.034 0.161 0.291
C 0.663 6.448 -5.388 0.010 0.168 -0.132
C 2.300 -0.337 4.890 0.028 -0.141 0.089
C 5.879 -3.949 -3.909 -0.111 0.139 0.200
C -5.495 -0.317 1.975 0.002 -0.141 0.126
C 3.381 5.410 -3.327 0.060 0.143 0.021
C 2.982 -3.487 2.546 0.125 -0.037 0.135
C -0.749 -4.239 2.281 -0.168 -0.104 0.088
C 2.034 -1.988 -3.602 -0.237 -0.036 -0.130
C -3.163 -2.193 -1.753 -0.093 -0.050 -0.150
C -4.458 2.698 4.158 -0.175 0.092 -0.006
C 3.097 -2.303 1.825 0.029 -0.130 0.008
C 0.082 4.117 -5.144 -0.044 0.544 -0.046
C -4.472 -0.733 -3.104 0.051 0.069 -0.007
C 1.743 -1.050 -2.562 0.146 -0.022 0.345
H -6.051 0.209 3.837 0.027 0.037 -0.098
H -0.511 -0.334 3.024 -0.028 -0.101 -0.111
H 3.499 -3.509 5.214 -0.024 0.094 0.105
H -1.705 3.758 -4.016 -0.082 -0.039 0.066
H 1.320 7.205 -5.799 0.056 0.034 0.016
H 1.760 4.841 -6.258 0.132 -0.054 0.012
H 3.398 1.411 5.459 0.086 0.021 -0.006
H -5.527 1.538 5.624 0.013 0.033 0.041
H -9.071 1.759 1.544 -0.150 0.168 -0.051
H -4.863 -1.272 4.473 0.172 -0.050 -0.037
H 5.208 -2.324 3.679 0.038 0.147 0.055
H -1.346 0.725 5.265 0.026 -0.066 0.018
H -3.999 -1.595 1.670 -0.127 0.155 0.023
H -5.629 -3.656 4.523 -0.018 -0.054 0.059
H 2.795 0.988 -4.249 0.125 -0.104 0.056
H 6.898 -4.341 -3.881 0.030 -0.008 0.038
H -0.358 -4.430 4.415 0.049 -0.032 0.065
H -2.047 -2.665 1.566 -0.033 0.081 -0.090
H 4.988 4.629 -6.196 0.001 -0.005 -0.006
H -0.610 7.862 -4.406 -0.039 0.039 0.030
H -1.147 -2.756 -4.703 -0.087 -0.075 -0.106
H -5.382 -3.770 2.773 0.014 -0.062 -0.019
H 4.618 -4.884 5.257 0.078 -0.055 0.063
H 1.583 -4.423 -4.786 0.028 -0.123 0.048
H -2.075 -4.553 3.992 -0.123 -0.047 0.028
H 5.200 -4.791 -4.026 -0.111 -0.080 -0.068
H -3.515 0.280 6.316 0.019 -0.026 0.017
H -1.601 -6.220 2.047 -0.063 -0.052 0.043
H 5.536 -3.625 -0.499 -0.034 0.029 0.190
H 1.290 7.496 4.699 -0.007 0.091 0.055
H -8.158 0.408 0.866 -0.077 -0.035 -0.063
H -5.329 3.269 3.860 -0.015 0.028 -0.048
H -9.011 0.215 2.403 -0.091 -0.082 0.138
H 2.149 -3.436 -6.144 0.133 -0.055 -0.069
H 2.997 -1.017 5.359 0.040 -0.111 0.072
H 4.041 -1.785 1.728 0.070 -0.008 0.032
H -0.542 6.369 5.921 -0.027 0.035 0.037
H -7.435 1.906 3.420 0.054 -0.013 0.029
H 0.044 -6.246 2.684 0.069 -0.087 0.043
H 2.932 -5.122 4.795 -0.098 -0.062 0.041
H 6.641 -4.655 -1.416 0.140 -0.041 0.006
H -4.757 1.809 -3.771 0.216 -0.036 -0.043
H 1.615 -5.006 3.123 -0.030 -0.051 0.044
H 4.701 -5.318 1.510 0.047 0.007 -0.117
H -4.845 -2.839 -2.926 0.010 -0.033 -0.023
H 3.596 -6.155 2.592 -0.099 -0.111 -0.015
H 1.797 -0.909 -6.088 0.117 0.018 -0.098
H -4.706 1.727 -1.023 0.055 0.214 0.126
H -4.562 5.035 0.156 0.027 0.029 -0.051
H -0.509 2.189 -5.806 0.021 -0.040 -0.125
H -2.939 -3.168 -1.351 0.078 -0.080 0.024
H 2.580 1.500 -2.561 0.048 -0.158 -0.001
H -5.290 -0.551 -3.785 -0.102 0.087 -0.083
H 7.659 -2.500 -2.476 0.113 -0.094 0.001
H -3.624 -2.343 3.822 0.027 0.120 0.050
H 5.301 -5.996 3.035 0.120 -0.114 0.049
H -0.298 -3.421 -3.294 -0.017 -0.123 0.078
H -1.633 -3.856 0.352 -0.031 0.057 -0.133
H 6.515 -1.519 -1.559 -0.003 0.108 0.118
H -1.454 4.246 5.113 -0.001 -0.008 0.048
H 4.488 -1.676 -0.639 0.106 0.003 0.052
H -4.322 3.335 0.619 -0.039 -0.072 0.134
H 2.183 6.463 2.608 0.039 -0.004 -0.031
H -1.543 -1.197 -0.731 0.179 -0.112 0.131
H -6.624 2.046 1.843 -0.022 -0.021 0.152
H 0.454 -3.906 -6.040 -0.048 0.034 -0.046
H -6.641 -2.712 3.414 -0.050 0.018 0.004
H 3.952 2.454 -5.718 -0.028 -0.074 -0.020
H 0.172 -1.492 -6.488 -0.086 0.010 -0.125
H 4.890 -4.902 -1.519 -0.073 -0.076 0.016
H -0.231 -5.887 0.978 0.040 -0.042 -0.089
H -1.251 -2.980 3.970 -0.031 0.145 0.058
H -2.132 6.100 -3.520 -0.063 -0.010 0.050
H 1.232 2.524 -6.003 0.053 -0.052 -0.171
H -3.090 2.272 -3.313 -0.107 -0.084 -0.033
H 5.803 -3.174 2.252 0.063 0.066 -0.141
H 0.397 -0.316 -5.187 -0.052 0.052 0.008
H 1.889 2.962 4.307 0.006 0.028 0.045
H 4.620 6.540 -4.672 -0.003 0.005 0.027
H -5.899 3.879 0.022 -0.080 -0.057 0.036
H 3.486 -3.277 -4.455 0.035 -0.100 -0.073
H 5.789 -3.301 -4.778 -0.028 0.042 -0.150
H -3.151 3.665 2.769 -0.084 0.021 -0.093
H 3.215 6.240 -2.653 -0.011 -0.021 0.045
H -2.811 -4.278 1.612 -0.035 -0.176 0.042
H 1.023 -1.894 4.163 0.028 -0.115 -0.063
H 6.572 -1.378 -3.310 0.019 0.099 -0.076
H 2.240 4.054 -2.142 -0.108 -0.006 0.124
H -0.640 -1.693 -3.382 -0.021 0.022 0.037
H 6.190 -3.787 3.862 0.019 -0.022 -0.003
```
Forces are in eV/Å.

Properties
HOMO energy = -1.97 eV
electronic energy = -7103.70789 a.u.
energy above the lowest of the compared OMol25 structures with the same formula, charge and spin = 35.5 kcal/mol
total charge = -2
gap between HOMO and LUMO = 5.34 eV
E_LUMO = 3.363 eV